Entry 1:
The following is a quantum chemistry calculation of a cluster of 12 separate species, C44H70B2F5N14O5 in total at a distorted geometry, from the Open Molecules 2025 dataset.

HOMO   -11.0 eV
Total charge   +1
Lowest unoccupied orbital energy   -3.86 eV

Each line ends with the Löwdin charge.
CARTESIAN COORDINATES (ANGSTROEM)
H 0.596 -2.023 -2.088  0.115
H 4.894 -6.554 0.786  0.055
H -7.465 1.350 -3.715  0.104
H 3.412 0.257 -1.510  0.126
H 8.230 -5.077 -0.921  0.067
N 6.216 -2.444 -1.012  0.067
H 4.591 -0.046 0.307  0.089
H 2.767 -1.386 0.287  0.113
H 1.807 8.535 5.754  0.080
C 0.667 -1.412 -5.326  -0.056
H -2.080 -5.803 1.573  0.071
C 6.950 -3.405 -1.370  -0.201
F 0.730 -3.419 1.007  0.009
C -3.282 0.158 -0.497  -0.165
C -3.947 -6.857 1.782  -0.208
C -1.647 0.194 -0.434  -0.156
H 1.062 -1.927 -4.446  0.054
H 1.774 -0.031 -2.405  0.098
C -3.296 -6.814 -2.150  -0.070
N 2.326 10.001 0.397  0.099
N -4.916 -4.696 -1.361  0.103
F 1.302 -6.176 0.064  0.017
H 0.088 -2.122 -5.924  0.086
C 3.753 0.204 5.023  -0.291
C 2.819 6.806 0.791  -0.071
C -6.003 1.182 -1.865  -0.295
C 3.494 0.515 2.284  -0.214
H -1.965 -7.561 1.316  0.070
B -1.774 3.876 -0.418  -0.424
H -1.439 5.546 -3.490  0.122
H 5.614 0.932 1.552  0.130
H -0.604 11.183 1.407  0.077
H 2.387 -2.688 -1.888  0.149
H -6.765 3.071 -3.063  0.063
H 2.374 0.795 2.093  0.109
H 5.010 -10.032 -1.329  0.077
H 6.445 -11.023 -1.686  0.083
C 6.779 -8.898 -1.799  -0.169
C 5.869 -6.933 1.102  -0.086
H -6.525 -3.589 2.608  0.013
C 1.925 4.076 0.579  0.038
C 2.233 0.229 -1.358  -0.128
N 6.822 -5.430 3.239  0.083
H 5.109 1.449 3.647  0.118
C 1.849 -5.008 -0.701  -0.146
C 1.403 -2.350 -1.302  -0.087
C 6.390 -6.112 2.271  -0.207
N -5.201 -6.922 1.670  0.117
B 2.822 5.241 1.389  -0.343
H -3.064 -0.344 -2.777  0.131
C -6.796 6.272 -3.857  -0.080
C 2.680 2.677 0.059  0.041
C -8.173 0.377 3.161  -0.065
H -4.705 -0.995 -1.892  0.149
O -4.620 1.164 -2.362  -0.124
N -7.918 4.401 -5.582  0.096
H -5.089 -4.580 2.252  0.025
C 7.835 -4.563 -1.801  -0.089
H 3.117 -1.665 4.363  0.073
H -0.944 10.274 -0.086  0.076
O 3.593 4.984 2.621  0.010
H -1.739 1.595 -2.364  0.102
N 7.515 -7.883 -1.661  0.105
C -7.409 5.249 -4.800  -0.219
C 0.654 8.022 4.008  -0.190
C 4.252 2.307 0.314  -0.146
O -2.830 3.467 0.526  0.095
H 2.418 -1.233 5.829  0.072
H -1.275 -0.918 -0.524  0.105
H 8.670 -4.190 -2.401  0.080
N -4.020 -1.440 2.277  0.075
H -3.624 -0.764 0.178  0.079
C 5.893 -10.121 -1.967  -0.064
H 4.880 3.116 0.880  0.126
H 5.573 -10.210 -3.008  0.080
H 1.502 -1.040 -5.926  0.086
H 0.945 -0.813 0.347  0.114
H 4.793 -0.267 5.377  0.122
H -7.582 6.893 -3.418  0.078
H -7.702 0.988 3.936  0.078
H 1.963 9.686 4.404  0.079
C 4.526 0.874 1.063  -0.195
N 0.145 7.174 3.226  0.101
O -6.452 0.654 -0.724  -0.034
C -1.131 4.852 -2.572  -0.102
C -7.132 1.988 -2.788  -0.013
H -7.755 0.651 2.188  0.068
H -0.379 0.297 -2.323  0.078
C -7.920 -1.096 3.436  -0.157
C 0.900 -3.663 -0.459  -0.171
H -2.901 -7.329 -1.270  0.060
H 7.256 -5.272 -2.398  0.055
F 1.765 -5.419 -2.150  0.017
H -3.875 -7.524 -2.747  0.080
C -4.181 -5.656 -1.719  -0.198
H 3.515 -0.674 2.394  0.109
C -4.755 -2.455 2.138  -0.185
H 4.752 2.212 -0.767  0.139
N 2.678 -0.850 4.889  -0.066
H 3.912 7.258 0.782  0.092
F 3.239 -4.814 -0.228  0.034
H -2.147 -6.913 2.964  0.080
N -7.710 -2.319 3.665  0.100
O -2.183 4.774 -1.543  -0.040
H 2.341 6.872 -0.279  0.070
C -0.950 1.104 -1.652  -0.133
H -1.234 0.582 0.616  0.136
C 1.837 -1.060 -0.371  -0.157
H -0.934 3.780 -3.060  0.104
H -3.810 1.104 -0.003  0.119
H 3.404 0.920 5.912  0.122
H 5.765 -7.980 1.400  0.077
H -5.961 -3.768 0.929  0.053
H 3.368 2.184 3.852  0.101
C -0.404 10.255 0.865  -0.076
N -0.279 3.477 -0.283  0.001
H 0.481 9.666 5.390  0.080
H -6.256 5.762 -3.054  0.064
H -0.109 5.323 -2.173  0.112
C 1.653 1.640 -0.760  0.040
H -3.671 3.421 -0.054  0.137
C 1.088 10.116 0.609  -0.203
C 3.954 1.169 3.714  -0.191
C -5.641 -3.679 1.971  -0.098
C 0.064 2.147 -0.898  0.041
N 0.485 4.397 0.367  0.152
H 2.906 4.717 3.327  0.130
C -0.218 -0.254 -4.895  -0.169
C -2.435 -6.778 1.918  -0.071
C 1.267 9.045 4.951  -0.064
H -2.461 -6.442 -2.750  0.073
H -9.249 0.576 3.155  0.077
H 6.566 -6.870 0.262  0.019
H 2.174 7.497 1.496  0.039
N -0.953 0.707 -4.538  0.119
F -0.469 -4.045 -0.961  -0.026
C -3.922 -0.099 -1.984  -0.150
H -8.096 2.132 -2.109  0.103
H -0.760 9.410 1.460  0.055
H -6.099 6.913 -4.404  0.076



Entry 2:
The following is a quantum chemistry calculation of a structure of composition C16H14BrF3NOPbTe, from the Open Molecules 2025 dataset.

HOMO (alpha / beta)   -18.3 / -18.3 eV
Energy relative to the best compared isomer or geometry (same formula, charge and spin)   231.6 kJ/mol
Total charge   +3
Lowest unoccupied orbital energy (alpha / beta)   -12.43 / -12.29 eV

Each line ends with the natural charge from an NBO analysis.
CARTESIAN COORDINATES (ANGSTROEM)
C 0.184 0.113 2.823  -0.130
C -1.401 -0.199 4.597  0.124
C 2.670 -4.685 -4.001  -0.876
H 0.581 0.633 4.852  0.278
Pb -0.044 -0.348 -2.972  1.280
C -2.093 -0.787 2.389  -0.095
H 2.425 -4.974 -0.708  0.289
Br 2.387 1.308 -2.632  0.171
C -0.795 -0.399 1.910  -0.039
H -2.284 2.365 -3.083  0.236
H -2.085 4.805 -2.869  0.270
O 0.307 6.030 -2.475  -0.580
C 1.191 3.895 -2.559  -0.304
F -2.838 -0.684 6.401  -0.283
C -2.396 -0.656 3.711  -0.186
C 0.946 2.564 -2.687  0.176
H 1.765 -5.289 -4.039  0.277
H 2.183 4.305 -2.436  0.287
H 1.177 -3.759 -0.291  0.262
H 2.914 -4.245 -4.964  0.282
H 1.157 0.401 2.450  0.252
H -3.369 -0.929 4.095  0.284
C -1.201 4.184 -2.805  -0.305
C -1.647 -0.189 6.102  0.946
C 1.589 -4.381 -1.080  -0.896
C -0.288 -0.514 -0.662  -0.427
H 3.508 -5.270 -3.620  0.288
H -0.489 6.580 -2.537  0.521
H 0.836 -5.029 -1.524  0.277
F -1.563 1.061 6.545  -0.282
H -2.820 -1.171 1.686  0.255
C -1.317 2.824 -2.920  0.089
C -0.131 0.236 4.139  -0.161
C 0.069 4.744 -2.611  0.439
Te 2.346 -3.145 -2.603  1.138
N -0.252 1.993 -2.855  -0.645
C -0.521 -0.467 0.546  0.072
F -0.701 -0.924 6.684  -0.285



Entry 3:
The following is a quantum chemistry calculation of a cluster of 2 separate species, C2H8O2 in total at a distorted geometry, from the Open Molecules 2025 dataset.

HOMO   -10.3 eV
Energy relative to the best compared isomer or geometry (same formula, charge and spin)   89.4 kJ/mol
Lowest unoccupied orbital energy   1.01 eV
Structure (SMILES)   CO.CO

Each line ends with the natural charge from an NBO analysis.
CARTESIAN COORDINATES (ANGSTROEM)
C -2.659 0.858 3.415  -0.245
H -2.955 1.876 3.110  0.172
H 1.684 -1.059 -2.919  0.183
C 2.657 -0.846 -3.392  -0.246
H -2.615 0.819 4.516  0.162
H -1.652 0.650 3.015  0.166
H 3.397 -1.574 -3.020  0.157
H 2.553 -0.975 -4.483  0.158
H 3.849 0.577 -3.759  0.462
H -3.804 -0.668 3.705  0.467
O -3.566 -0.107 2.937  -0.722
O 3.112 0.450 -3.125  -0.714



Entry 4:
The following is a quantum chemistry calculation of a structure of composition C25H21N4O3PdSSe2 at a distorted geometry, from the Open Molecules 2025 dataset.

HOMO   -11.3 eV
Energy relative to the best compared isomer or geometry (same formula, charge and spin)   141.1 kJ/mol
Total charge   +1
Lowest unoccupied orbital energy   -5.64 eV

Each line ends with the natural charge from an NBO analysis.
CARTESIAN COORDINATES (ANGSTROEM)
H 3.498 -0.696 -1.954  0.258
C -0.242 3.057 1.087  -0.087
H 4.242 -2.890 -2.300  0.242
C 0.314 -4.983 0.796  -0.666
Se -2.157 -1.779 1.698  0.244
H 4.145 -5.284 -1.786  0.238
C 1.040 0.571 2.752  0.072
H 0.262 -4.450 1.744  0.255
O 2.872 3.941 2.104  -0.936
H 1.447 1.704 4.513  0.257
C -3.399 -0.213 -3.473  -0.118
S 1.945 4.355 1.085  2.299
C -0.458 0.698 4.592  -0.122
H 2.476 -0.363 -0.561  0.250
H -2.197 4.933 3.810  0.228
C -1.231 -0.799 -2.719  0.072
H 1.752 -0.656 -2.147  0.245
H -3.214 3.005 2.660  0.220
C 2.488 -2.417 -1.187  0.141
H -1.754 -0.684 -4.787  0.243
C 0.724 2.514 0.082  0.587
H -2.279 -0.431 4.318  0.248
C 3.437 -3.268 -1.684  -0.276
C -0.973 -0.575 2.636  0.024
Pd 0.160 -0.412 -0.045  1.027
Se -3.581 -0.319 0.649  0.224
C -0.361 4.848 2.709  -0.180
H -0.718 1.053 5.581  0.241
N 1.836 3.158 -0.038  -0.752
C -2.210 3.316 2.398  -0.197
N 0.450 -2.299 0.190  -0.374
C 2.379 -5.206 -0.592  -0.289
N -1.590 -0.698 -1.425  -0.528
C -2.096 -0.578 -3.768  -0.248
H -1.967 1.815 0.876  0.217
O 2.097 5.629 0.456  -0.902
C 3.373 -4.635 -1.385  0.022
H -0.654 -4.857 0.310  0.257
C -1.329 -0.134 3.897  -0.239
C -2.859 -0.388 -1.151  0.059
H -4.804 0.133 -1.888  0.241
C 0.743 1.054 4.013  -0.224
C -3.787 -0.126 -2.152  -0.257
C -1.515 2.635 1.406  -0.221
H 1.970 0.830 2.260  0.235
C 0.309 4.152 1.724  -0.311
C 2.557 -0.959 -1.474  -0.673
C -1.637 4.408 3.046  -0.190
O 0.499 1.452 -0.644  -0.763
H 0.084 5.707 3.192  0.244
H 0.481 -6.042 0.983  0.233
H -0.202 -1.065 -2.911  0.195
N 0.208 -0.226 2.075  -0.511
C 1.393 -4.419 -0.055  0.191
H -4.111 -0.018 -4.264  0.240
H 2.389 -6.271 -0.399  0.241
C 1.406 -2.975 -0.342  0.075



Entry 5:
The following is a quantum chemistry calculation of a structure of composition C16H19BMgN6S at a distorted geometry, from the Open Molecules 2025 dataset.

HOMO (alpha / beta)   -7.6 / -6.2 eV
Energy relative to the best compared isomer or geometry (same formula, charge and spin)   197.1 kJ/mol
Lowest unoccupied orbital energy (alpha / beta)   -0.37 / -1.67 eV

Each line ends with the natural charge from an NBO analysis.
CARTESIAN COORDINATES (ANGSTROEM)
H 5.352 0.104 1.159  0.229
H -0.569 2.111 2.018  0.186
C 0.228 2.477 -3.364  -0.360
C 4.069 -0.278 -0.586  0.022
N 1.062 -1.714 -1.982  -0.336
C 0.897 -2.872 -2.634  0.012
C -3.857 1.130 1.738  -0.196
C -4.163 0.268 3.973  -0.209
H 4.614 -0.380 -1.498  0.229
H 1.492 -3.127 -3.497  0.227
N 2.163 -0.022 0.500  -0.573
H -5.129 2.054 3.183  0.217
H 1.664 1.246 -4.582  0.217
C -3.318 -0.814 3.685  -0.213
C -4.455 1.224 2.981  -0.213
Mg 0.501 0.016 0.908  1.663
H 2.987 -0.766 -2.887  -0.039
S -1.870 0.465 0.169  -0.054
H 1.079 2.519 1.608  0.205
H -3.145 -1.569 4.456  0.217
H -0.097 3.286 -3.958  0.222
N 0.423 1.140 -1.550  -0.348
B 2.043 -0.545 -2.184  0.571
C -2.676 -0.908 2.441  -0.233
C 4.373 -0.011 0.747  -0.354
N 0.234 -1.698 -0.860  -0.394
C -2.829 0.170 1.524  -0.243
C 3.160 0.185 1.421  -0.022
N 2.759 -0.247 -0.761  -0.274
H -4.620 0.369 4.958  0.216
H -0.101 2.590 0.279  0.213
H -4.072 1.831 0.930  0.225
C -0.412 -2.884 -0.842  -0.017
H -0.345 -4.639 -2.135  0.232
H -2.044 -1.756 2.175  0.212
C -0.145 2.236 -2.023  -0.031
H -0.795 2.814 -1.402  0.212
C 1.124 1.433 -3.681  -0.009
C 0.154 2.047 1.224  -1.140
H 1.085 -1.863 0.315  -0.009
H 3.002 0.387 2.523  0.233
N 1.291 0.717 -2.551  -0.368
C -0.020 -3.640 -1.915  -0.344
H -1.092 -3.087 -0.024  0.220